14
Properties=species:S:1:pos:R:3:forces:R:3 method="wB97M-V/def2-TZVPD" smiles="NN1C=C[C@H](O)N1" e_above_lowest_ev=4.483
C -0.39890 0.80340 -1.13796 1.2 0.3 -3.5
C 0.31250 -0.34718 -1.25389 -1.6 0.3 2.9
C -1.07472 0.93598 0.15016 1.9 0.8 1.5
N -0.68015 -0.34680 0.87875 0.0 1.5 1.0
N -0.01347 -1.12528 -0.12377 0.4 -1.2 0.5
N 1.00155 -1.95533 0.47355 -1.6 1.1 -0.1
O -0.57824 2.15938 0.79403 0.3 0.0 0.3
H -0.46284 1.60628 -1.92819 0.0 -1.1 1.1
H 1.01926 -0.92679 -1.81344 0.1 0.8 -1.2
H -2.12203 1.20375 0.14681 -0.5 -1.0 0.0
H -0.07074 -0.17506 1.79060 -1.3 -0.2 -2.8
H 1.69506 -1.27339 0.71464 1.4 -0.3 0.1
H 1.26835 -2.64139 -0.21689 0.3 0.1 0.1
H 0.13428 2.61214 0.29407 -0.5 -0.9 0.2

---

14
Properties=species:S:1:pos:R:3:forces:R:3 method="wB97M-V/def2-TZVPD" smiles="NN(N)[C@H]1CC1=O" e_above_lowest_ev=5.616
C -0.97157 -0.96734 -0.65483 0.8 -0.4 0.8
C -1.42943 0.00797 0.37331 -1.8 0.8 -1.6
N 1.82285 0.28400 -0.65554 0.7 -0.1 -0.3
N 0.39715 0.37583 1.37484 0.6 0.6 -1.7
C -0.50400 0.50100 -0.71633 -0.2 0.6 0.5
N 0.73617 0.88015 -0.07782 -1.1 -1.3 2.2
O -2.42199 0.28603 1.01464 0.8 -0.2 0.0
H 1.83502 -0.73590 -0.63975 -0.1 0.2 0.1
H 2.68414 0.68063 -0.30242 -0.1 -0.1 0.0
H 0.10607 1.16340 1.94195 0.3 -0.7 0.2
H 0.50460 -0.59335 1.67420 0.3 0.7 0.0
H -0.28791 -1.76632 -0.38562 0.2 0.0 -0.2
H -1.69058 -1.25946 -1.40590 -0.2 0.1 0.1
H -0.78051 1.14334 -1.54071 -0.1 -0.1 -0.1

---

14
Properties=species:S:1:pos:R:3:forces:R:3 method="wB97M-V/def2-TZVPD" smiles="[H]/N=C/NC(=O)NC" e_above_lowest_ev=0.380
C -2.35266 0.56155 -0.25210 -0.2 0.0 -0.1
N -0.97267 0.95475 -0.04387 0.1 0.0 0.0
C 0.03101 0.20725 -0.59026 -0.1 -0.2 0.0
O -0.13858 -0.59745 -1.48885 0.0 0.3 0.3
N 1.28590 0.38644 0.02029 0.0 -0.1 0.1
C 2.05065 -0.78784 0.10158 0.1 -0.1 0.1
N 2.52048 -1.14231 1.22280 0.1 0.0 -0.3
H -2.35639 -0.44101 -0.68633 0.0 0.2 0.1
H -2.88187 1.23556 -0.93184 0.1 -0.1 0.1
H -2.87597 0.53795 0.70969 0.1 0.0 -0.2
H -0.76758 1.54581 0.74592 0.0 -0.1 -0.1
H 1.27866 0.86521 0.91486 -0.1 -0.1 -0.1
H 2.14397 -1.31087 -0.85216 -0.1 0.0 0.2
H 3.03505 -2.01505 1.13025 0.1 0.1 0.0

---

14
Properties=species:S:1:pos:R:3:forces:R:3 method="wB97M-V/def2-TZVPD" smiles="ONC1=NCCN1" e_above_lowest_ev=4.835
C -0.43774 -0.68443 0.06558 0.1 1.0 -2.9
C 1.67349 -0.45610 0.22352 1.4 -2.2 -0.3
C 1.17524 0.92740 -0.26405 0.0 -2.2 0.7
H -2.72060 0.79564 0.82209 1.2 -1.9 -0.8
H -2.17562 -1.69650 0.17917 -0.7 -0.5 0.3
H 2.68173 -0.85657 -0.19978 -1.8 1.0 0.7
H 1.69788 -0.53700 1.32948 0.3 0.2 -0.6
H 1.37384 0.80317 -1.36741 -0.9 0.9 0.8
H 1.67681 1.82141 0.16116 -0.4 -0.7 -0.2
H -0.81170 1.22169 -0.68805 0.6 -1.5 3.0
N -1.75926 -0.87448 -0.19462 -1.8 0.7 1.0
N 0.52604 -1.52572 -0.21593 0.0 4.3 2.5
N -0.31441 0.76082 0.19725 3.3 1.4 -3.8
O -2.58571 0.30068 -0.04840 -1.4 -0.5 -0.3